No. 1
90
Properties=species:S:1:pos:R:3:forces:R:3 method="wB97M-V/def2-TZVPD" homo_lumo_gap_ev=6.7 total_charge=-1
C -0.885 1.237 -0.768 0.77 0.09 0.10
C -0.041 1.656 0.424 -0.42 0.60 -0.42
O 1.152 2.263 -0.075 0.17 -0.40 0.12
C 2.333 1.670 0.432 -0.20 0.25 -0.45
C 3.516 2.389 -0.183 -0.37 0.99 0.12
C 3.632 2.226 -1.671 -0.02 -0.01 -0.26
O 2.827 3.231 -2.365 0.09 -0.08 0.74
C 2.555 2.848 -3.619 -0.46 -0.23 -0.07
C 1.288 2.079 -3.804 -0.24 -0.27 -0.11
O 3.264 3.116 -4.538 0.80 0.41 -0.86
O 2.354 0.316 0.055 -0.23 -0.10 0.25
C 2.671 -0.579 1.117 0.47 -0.13 -0.64
C 3.935 -0.177 1.912 -0.14 -0.05 0.79
O 3.780 -0.230 3.150 -0.08 -0.05 0.17
O 4.950 0.116 1.268 0.42 0.12 -0.55
C 2.889 -2.000 0.490 -0.79 0.67 0.65
O 3.182 -1.820 -0.890 0.26 -0.37 0.20
C 3.638 -2.888 -1.655 -0.01 0.26 -0.63
C 4.271 -2.258 -2.914 -0.34 -0.19 0.03
S 2.277 -4.045 -2.205 -0.09 -0.38 0.12
C 4.694 -3.800 -1.002 0.32 -0.10 -0.35
F 5.144 -4.634 -1.994 -0.08 0.05 0.02
F 4.182 -4.615 -0.054 -0.04 0.03 0.14
C 5.928 -3.086 -0.368 -0.28 -0.21 0.54
F 5.989 -1.788 -0.670 0.17 0.10 -0.23
F 7.063 -3.692 -0.800 0.15 0.02 -0.12
C 1.640 -2.824 0.726 0.16 -0.13 -0.13
C 0.425 -2.408 0.177 -0.37 -0.37 0.25
C -0.704 -3.176 0.407 0.14 -0.31 0.23
C -0.578 -4.331 1.182 0.66 0.23 0.01
C 0.677 -4.637 1.707 -0.32 0.21 -0.26
N 1.777 -3.906 1.494 -0.53 0.04 -0.13
H -1.845 0.828 -0.473 -0.14 -0.08 -0.06
H -0.994 2.115 -1.400 -0.33 0.10 -0.10
H -0.303 0.522 -1.346 -0.19 -0.30 -0.08
H 0.156 0.819 1.087 0.17 -0.11 0.09
H -0.590 2.424 0.971 0.02 -0.04 0.32
H 2.323 1.796 1.518 0.20 -0.30 0.19
H 4.434 2.093 0.310 0.03 -0.37 0.03
H 3.373 3.457 0.002 0.06 0.08 0.08
H 4.657 2.365 -2.003 0.16 -0.02 -0.03
H 3.293 1.240 -1.988 0.03 -0.19 0.09
H 0.433 2.688 -3.527 -0.09 0.06 0.20
H 1.289 1.186 -3.185 -0.06 -0.01 0.27
H 1.200 1.781 -4.842 -0.01 0.02 -0.15
H 1.849 -0.621 1.829 -0.17 -0.05 0.08
H 3.697 -2.445 1.066 0.18 -0.24 -0.23
H 3.780 -1.302 -3.064 0.05 0.21 0.03
H 5.341 -2.123 -2.813 0.09 0.22 0.05
H 4.076 -2.873 -3.782 0.07 -0.16 -0.08
H 1.325 -3.115 -2.329 0.14 0.21 0.04
H 5.880 -3.203 0.714 -0.04 0.10 0.09
H 0.351 -1.509 -0.415 0.19 0.14 -0.05
H -1.666 -2.905 -0.006 -0.01 0.15 -0.14
H -1.411 -4.986 1.382 -0.14 -0.01 0.00
H 0.789 -5.525 2.316 0.14 -0.02 0.08
C -3.285 0.071 -4.499 0.14 0.07 -0.05
O -4.265 0.045 -3.449 -0.30 0.09 0.05
P -4.226 -1.202 -2.479 0.21 0.11 0.01
O -2.918 -1.554 -1.942 0.03 -0.35 -0.01
O -4.896 -2.386 -3.312 0.11 -0.08 0.09
C -6.119 -2.142 -4.010 -0.05 -0.01 -0.05
O -5.320 -0.777 -1.418 -0.18 0.17 -0.17
C -5.519 -1.670 -0.314 0.04 -0.03 0.14
H -3.667 0.725 -5.278 -0.05 0.02 0.05
H -2.346 0.464 -4.115 0.01 -0.05 0.03
H -3.122 -0.926 -4.912 0.01 -0.01 0.02
H -5.904 -1.763 -5.009 0.00 0.03 0.01
H -6.747 -1.427 -3.479 0.02 0.01 0.01
H -6.645 -3.090 -4.091 0.05 -0.03 0.01
H -5.718 -2.683 -0.666 0.02 0.00 -0.01
H -6.381 -1.306 0.239 -0.01 0.06 -0.04
H -4.642 -1.668 0.332 0.02 -0.02 -0.03
C -0.316 3.770 5.164 0.17 -0.04 -0.04
O -1.609 3.334 5.623 -0.14 0.08 0.19
P -2.717 3.127 4.519 0.20 -0.02 0.01
O -2.330 2.367 3.340 -0.13 0.04 -0.28
O -3.225 4.596 4.151 -0.03 -0.08 -0.07
C -3.520 5.516 5.204 0.00 0.07 0.03
O -3.872 2.511 5.413 0.01 0.08 0.19
C -5.067 2.122 4.727 -0.07 -0.09 -0.04
H 0.183 4.237 6.008 -0.06 -0.03 0.05
H 0.261 2.914 4.822 -0.03 0.00 -0.04
H -0.409 4.495 4.354 -0.02 -0.02 -0.01
H -2.618 6.060 5.481 0.00 -0.02 0.02
H -3.918 5.005 6.081 0.01 -0.02 0.00
H -4.262 6.217 4.829 0.01 -0.01 -0.05
H -5.460 2.948 4.132 0.01 0.00 -0.01
H -5.796 1.847 5.485 0.05 0.01 0.05
H -4.868 1.268 4.082 0.02 0.03 -0.03

=====

No. 2
21
Properties=species:S:1:pos:R:3:forces:R:3 method="wB97M-V/def2-TZVPD" smiles=CC[C@@H](CN)NC de_lowest_kj_mol=237.9 homo_lumo_gap_ev=9.7
C 1.521 -0.100 1.872 2.14 2.44 1.12
C 0.135 -0.194 1.456 -5.32 -0.15 -0.05
C -0.082 0.399 0.030 1.23 -2.51 -0.19
C 0.671 -0.505 -1.054 -1.26 1.60 1.04
N 1.858 0.045 -1.776 -1.33 -1.66 1.02
N -1.436 0.615 -0.463 -0.56 2.84 0.42
C -2.563 -0.306 -0.208 1.71 -1.44 1.39
H 1.660 0.890 2.441 -0.10 -1.37 -0.64
H 1.830 -0.875 2.544 0.34 -0.49 0.23
H 2.235 0.021 1.038 -0.27 -0.59 0.20
H -0.592 0.376 2.198 1.46 -0.78 -1.26
H -0.380 -1.229 1.491 1.31 1.18 -0.20
H 0.449 1.325 0.011 0.00 1.11 0.01
H -0.171 -0.548 -1.702 -0.26 -0.58 -1.26
H 0.769 -1.451 -0.640 0.95 -1.89 0.68
H 1.945 0.929 -1.368 1.03 1.77 1.03
H 1.326 0.312 -2.554 0.12 0.48 -2.36
H -1.647 1.546 -0.004 -0.46 -1.46 -0.98
H -2.665 -0.260 0.912 -0.80 -0.75 -0.93
H -3.476 -0.019 -0.731 0.24 0.30 0.11
H -2.331 -1.402 -0.535 -0.18 1.96 0.60

=====

No. 3
105
Properties=species:S:1:pos:R:3:forces:R:3 method="wB97M-V/def2-TZVPD" s_squared=6.356 homo_lumo_gap_ev="3.7 / 6.1" total_charge=-2 spin_multiplicity=5
Cr 0.570 0.557 0.220 0.91 0.19 -0.27
C 1.712 -2.132 -2.038 -0.03 0.04 0.06
N 1.540 -1.793 -0.638 0.14 -0.14 -0.06
C 0.646 -2.748 -0.004 -0.03 0.06 0.03
C 2.829 -1.755 0.049 0.06 0.10 0.04
C 2.732 -1.192 1.453 -0.11 -0.05 -0.15
C 3.610 -1.656 2.426 0.03 -0.01 0.02
C 3.576 -1.139 3.714 0.03 -0.02 -0.08
C 2.639 -0.161 4.017 0.05 0.00 0.10
C 1.769 0.294 3.033 -0.14 -0.01 -0.03
C 1.783 -0.194 1.720 0.25 -0.01 0.41
H 2.098 -3.159 -2.171 -0.02 0.02 -0.02
H 2.415 -1.443 -2.508 -0.04 -0.10 -0.01
H 0.753 -2.043 -2.551 0.00 -0.03 -0.05
H 1.068 -3.769 -0.031 0.00 0.00 -0.02
H -0.312 -2.742 -0.523 0.00 -0.02 0.02
H 0.470 -2.453 1.029 -0.02 -0.02 -0.01
H 3.491 -1.115 -0.545 -0.01 -0.01 0.01
H 3.284 -2.764 0.074 -0.01 0.02 -0.01
H 4.339 -2.423 2.173 -0.03 -0.03 0.00
H 4.275 -1.495 4.464 -0.03 0.00 0.02
H 2.590 0.243 5.023 -0.02 0.04 -0.02
H 1.038 1.055 3.299 0.07 0.00 0.02
C -2.401 2.683 -2.643 0.01 -0.11 -0.02
N -1.033 3.153 -2.724 -0.04 -0.11 0.52
C -0.855 4.590 -2.780 0.09 0.12 0.07
C -0.062 2.433 -2.123 0.14 -0.56 -0.92
O -0.174 1.239 -1.808 -0.21 0.48 0.18
H -2.899 2.820 -3.606 -0.02 0.02 0.02
H -2.949 3.227 -1.867 0.04 0.00 0.00
H -2.380 1.626 -2.383 -0.05 0.00 0.00
H -1.521 5.005 -3.538 0.04 0.00 -0.02
H 0.176 4.825 -3.040 -0.01 0.00 -0.02
H -1.072 5.041 -1.805 -0.05 0.00 -0.05
H 0.903 2.948 -2.126 0.02 0.06 0.36
N -0.914 -0.076 0.858 -1.29 -0.69 0.33
C -1.995 -0.019 1.611 -0.20 0.04 0.17
C -2.104 -0.749 2.836 0.12 0.05 -0.04
C -3.249 -0.704 3.601 -0.03 -0.03 -0.05
C -4.356 0.054 3.214 -0.16 0.00 0.01
C -4.273 0.785 2.029 -0.05 -0.12 0.06
C -3.145 0.751 1.237 0.28 0.06 0.07
H -1.241 -1.324 3.154 -0.01 -0.01 0.01
H -3.291 -1.278 4.523 0.03 0.02 0.01
H -5.250 0.090 3.825 0.02 0.00 0.01
H -5.116 1.402 1.728 0.03 0.02 -0.03
H -3.060 1.371 0.355 -0.04 0.03 -0.03
O 1.629 6.718 3.317 -0.16 -0.28 -0.04
S 0.279 6.347 2.953 0.07 0.56 0.25
O -0.658 7.449 2.875 0.01 -0.29 -0.03
N 0.238 5.440 1.594 -0.10 -0.02 0.41
C -0.250 4.241 1.848 0.09 -0.08 -1.32
S -0.586 3.088 0.642 -0.06 0.59 0.44
C -0.576 3.975 3.263 -0.12 0.04 1.02
C -1.072 2.815 3.842 0.07 0.11 -0.31
C -1.364 2.819 5.196 -0.02 -0.02 0.20
C -1.165 3.958 5.974 0.05 -0.03 -0.14
C -0.651 5.116 5.401 0.07 0.20 0.20
C -0.359 5.095 4.057 0.05 -0.23 -0.65
H -1.226 1.934 3.235 -0.10 -0.09 -0.08
H -1.758 1.918 5.650 0.00 0.00 0.00
H -1.404 3.939 7.030 -0.01 0.01 0.01
H -0.480 6.011 5.988 -0.01 -0.02 0.01
C -3.378 -2.397 -0.007 -0.05 0.00 0.02
As -2.800 -1.091 -1.364 -0.53 -0.30 -0.23
C -2.468 -2.463 -2.764 -0.02 0.06 -0.04
C -4.696 -0.567 -1.931 0.26 -0.04 0.04
C -5.599 -1.672 -2.331 -0.10 -0.11 -0.11
C -6.389 -2.343 -1.393 0.05 0.05 0.03
C -7.190 -3.411 -1.761 -0.04 -0.06 -0.06
C -7.233 -3.837 -3.083 -0.02 0.05 0.05
C -6.465 -3.173 -4.029 -0.04 -0.07 -0.08
C -5.663 -2.106 -3.660 0.00 0.05 0.13
H -3.932 -3.221 -0.460 0.03 0.01 -0.04
H -4.007 -1.897 0.730 0.04 0.03 0.01
H -2.504 -2.783 0.516 0.06 0.04 -0.04
H -3.365 -3.036 -3.002 -0.01 -0.03 0.05
H -1.709 -3.152 -2.391 0.03 0.05 0.02
H -2.090 -2.000 -3.677 0.01 0.03 0.03
H -4.581 0.155 -2.741 0.03 0.02 0.02
H -5.074 -0.046 -1.050 0.04 0.04 0.00
H -6.368 -2.013 -0.361 0.02 -0.02 0.01
H -7.788 -3.919 -1.013 0.00 0.03 0.01
H -7.868 -4.666 -3.371 0.03 -0.02 0.00
H -6.490 -3.494 -5.064 0.00 0.03 0.00
H -5.068 -1.591 -4.406 0.02 -0.02 -0.01
O 4.081 -0.643 -6.038 -0.07 -0.09 0.08
C 4.421 0.661 -5.573 0.11 0.22 -0.02
N 3.754 0.871 -4.322 -0.02 -0.01 -0.04
C 3.970 2.142 -3.723 -0.12 -0.22 0.07
O 4.502 3.036 -4.408 0.03 -0.02 -0.02
C 3.536 2.302 -2.372 0.20 0.06 0.03
C 3.879 3.499 -1.639 0.06 0.15 -0.06
C 3.497 3.602 -0.324 -0.11 -0.26 -0.03
C 2.752 2.586 0.275 0.19 0.27 0.30
N 2.321 1.493 -0.437 0.54 0.32 -0.77
C 2.737 1.367 -1.686 0.04 -0.12 0.11
H 4.098 -0.634 -6.995 0.00 0.02 -0.05
H 4.091 1.440 -6.261 0.03 -0.05 -0.03
H 5.517 0.738 -5.484 -0.05 -0.03 0.01
H 3.852 0.088 -3.693 0.03 0.01 0.00
H 4.445 4.269 -2.144 -0.03 0.03 0.02
H 3.749 4.474 0.266 0.00 0.01 0.00
H 2.452 2.636 1.311 -0.07 -0.01 -0.04
H 2.362 0.492 -2.210 -0.09 0.16 0.02

=====

No. 4
16
Properties=species:S:1:pos:R:3:forces:R:3 method="wB97M-V/def2-TZVPD" smiles="C=C=[N+]([O-])O.C=NC" de_lowest_kj_mol=724.7 homo_lumo_gap_ev=9.3
C -1.229 2.085 -0.252 0.00 0.23 -0.08
C -1.355 0.812 -0.082 -0.50 -0.33 0.08
N -1.739 -0.386 -0.095 -0.65 0.11 0.77
O -1.478 -1.285 -0.901 0.27 -0.73 -0.72
O -2.480 -0.791 1.057 0.00 0.57 0.37
H -1.983 2.670 -0.761 -0.19 -0.03 -0.05
H -0.359 2.613 0.096 0.27 0.03 0.13
H -2.697 -1.726 0.906 0.32 0.17 -0.52
C 1.773 0.030 -1.182 0.27 -0.02 -0.22
N 1.076 -0.077 -0.151 0.00 0.31 -0.04
C 1.517 -0.873 0.951 0.17 -0.26 0.23
H 1.395 0.630 -1.997 -0.07 0.14 -0.25
H 2.747 -0.450 -1.331 0.04 -0.08 0.14
H 2.568 -1.179 0.879 0.02 -0.01 0.03
H 1.353 -0.307 1.869 0.08 -0.11 0.05
H 0.891 -1.767 0.993 -0.02 0.00 0.08

=====

No. 5
11
Properties=species:S:1:pos:R:3:forces:R:3 method="wB97M-V/def2-TZVPD" de_lowest_kj_mol=179.7 homo_lumo_gap_ev=9.7
O 0.176 1.746 4.020 -0.16 0.75 0.40
C 0.376 0.832 3.346 0.13 0.22 -0.19
N 0.738 -0.223 2.887 0.14 -0.70 0.26
O 0.765 -0.840 1.684 0.04 -0.34 0.12
C 0.263 -0.359 0.545 -0.27 0.52 -0.82
C -0.508 0.661 0.121 0.38 -0.26 -0.13
C -1.390 1.664 0.717 -0.05 -0.07 0.26
O -1.677 2.721 0.264 0.17 -0.24 0.05
Cl -2.213 1.062 2.185 -0.30 0.01 0.09
H 0.689 -1.013 -0.211 -0.13 0.17 -0.05
H -0.518 0.748 -0.960 0.05 -0.04 0.00

=====

no.,energy (hartree)
1,-3641.7650
2,-308.3325
3,-6373.0997
4,-416.9799
5,-894.1736